[1]
Here is a 2-piece molecular cluster, C3H8O2 overall in a non-equilibrium geometry from the Open Molecules 2025 dataset. Energies are from ωB97M-V/def2-TZVPD.

- E_HOMO: -9.190 eV
- Maximum force: 2.1 eV Å⁻¹
- HOMO-LUMO gap: 10.09 eV
- Molecular weight: 76.09 g mol⁻¹
- Energy above the lowest of the compared OMol25 structures with the same formula, charge and spin: 223.2 kJ/mol
- E: -7333.7369 eV
- Structure (SMILES): C=CO.CO
- Total charge: 0

Each atom is followed by the atoms it is bonded to, with distances in Å.
Cartesian coordinates (Å):
1 C -0.219 1.255 -0.945  H2 1.079, H3 1.079, C6 1.340
2 H 0.260 0.288 -0.956  C1 1.079
3 H -0.998 1.637 -1.586  C1 1.079
4 H -0.173 3.071 0.229  C6 1.085
5 H 1.424 0.974 0.888  O10 0.953
6 C -0.030 1.998 0.155  C1 1.340, H4 1.085, O10 1.378
7 H -1.213 -2.398 -1.174  O8 0.941
8 O -0.336 -2.158 -0.928  H7 0.941, C12 1.397
9 H -0.859 -2.562 1.066  C12 1.104
10 O 0.748 1.566 1.207  H5 0.953, C6 1.378
11 H -0.156 -0.991 0.786  C12 1.085
12 C -0.122 -2.021 0.446  O8 1.397, H9 1.104, H11 1.085, H13 1.092
13 H 0.754 -2.609 0.728  C12 1.092


[2]
Here is a 2-piece molecular cluster, C3H8O2 overall in a non-equilibrium geometry from the Open Molecules 2025 dataset. Energies are from ωB97M-V/def2-TZVPD.

- E_HOMO: -11.110 eV
- Maximum force: 1.3 eV Å⁻¹
- HOMO-LUMO gap: 11.79 eV
- Molecular weight: 76.09 g mol⁻¹
- Energy above the lowest of the compared OMol25 structures with the same formula, charge and spin: 75.7 kJ/mol
- E: -7335.2662 eV
- Structure (SMILES): O=CO.CC
- Total charge: 0

Each atom is followed by the atoms it is bonded to, with distances in Å.
Cartesian coordinates (Å):
1 C 1.271 0.742 1.665  C2 1.516, H5 1.085, H6 1.090, H10 1.081
2 C 0.038 1.536 2.050  C1 1.516, H3 1.087, H11 1.060, H12 1.082
3 H 0.023 1.842 3.093  C2 1.087
4 O 0.165 -2.358 -2.746  C13 1.190
5 H 1.099 -0.010 0.902  C1 1.085
6 H 1.817 0.311 2.503  C1 1.090
7 H -1.049 -2.020 -4.352  C13 1.097
8 O -1.760 -1.195 -2.657  H9 0.968, C13 1.360
9 H -1.973 -1.575 -1.793  O8 0.968
10 H 2.059 1.335 1.223  C1 1.081
11 H -0.828 0.925 2.012  C2 1.060
12 H -0.063 2.386 1.389  C2 1.082
13 C -0.797 -1.918 -3.289  O4 1.190, H7 1.097, O8 1.360


[3]
Here is a 2-piece molecular cluster, C3H8O2 overall in a non-equilibrium geometry from the Open Molecules 2025 dataset. Energies are from ωB97M-V/def2-TZVPD.

- E_HOMO: -11.067 eV
- Maximum force: 1.7 eV Å⁻¹
- HOMO-LUMO gap: 11.89 eV
- Molecular weight: 76.09 g mol⁻¹
- Energy above the lowest of the compared OMol25 structures with the same formula, charge and spin: 58.6 kJ/mol
- E: -7335.4434 eV
- Structure (SMILES): O=CO.CC
- Total charge: 0

Each atom is followed by the atoms it is bonded to, with distances in Å.
Cartesian coordinates (Å):
1 H -1.750 1.756 1.319  C7 1.090
2 O -1.806 -0.191 1.964  C7 1.350, H12 0.971
3 H 1.887 0.414 -1.960  C4 1.087
4 C 1.137 0.401 -1.175  H3 1.087, C5 1.547, H8 1.092, H13 1.085
5 C 1.436 -0.840 -0.302  C4 1.547, H6 1.087, H9 1.091, H11 1.088
6 H 2.184 -0.487 0.403  C5 1.087
7 C -2.111 0.762 1.059  H1 1.090, O2 1.350, O10 1.190
8 H 0.161 0.298 -1.655  C4 1.092
9 H 0.609 -1.264 0.270  C5 1.091
10 O -2.732 0.576 0.062  C7 1.190
11 H 1.759 -1.726 -0.844  C5 1.088
12 H -1.874 -1.006 1.439  O2 0.971
13 H 1.100 1.307 -0.580  C4 1.085


[4]
Here is a 2-piece molecular cluster, C3H8O2 overall in a non-equilibrium geometry from the Open Molecules 2025 dataset. Energies are from ωB97M-V/def2-TZVPD.

- E_HOMO: -8.778 eV
- Maximum force: 3.6 eV Å⁻¹
- HOMO-LUMO gap: 9.56 eV
- Molecular weight: 76.09 g mol⁻¹
- Energy above the lowest of the compared OMol25 structures with the same formula, charge and spin: 192.6 kJ/mol
- E: -7334.0548 eV
- Structure (SMILES): C/C=C/O.O
- Total charge: 0

Each atom is followed by the atoms it is bonded to, with distances in Å.
Cartesian coordinates (Å):
1 C 0.813 -0.556 1.047  H2 1.075, C7 1.376, C9 1.532
2 H 0.749 -0.638 2.117  C1 1.075
3 O -1.435 0.165 0.553  C7 1.372, H8 1.018
4 H 2.145 -1.117 -0.600  C9 1.096
5 H 2.832 -0.006 0.339  C9 1.106
6 H -3.339 2.155 -1.428  O13 0.989
7 C -0.116 0.014 0.207  C1 1.376, O3 1.372, H10 1.137
8 H -2.067 -0.325 -0.075  O3 1.018
9 C 2.192 -0.898 0.473  C1 1.532, H4 1.096, H5 1.106, H11 1.144
10 H 0.268 0.084 -0.860  C7 1.137
11 H 2.790 -1.732 0.978  C9 1.144
12 H -2.015 1.523 -1.158  O13 0.933
13 O -2.817 1.332 -1.593  H6 0.989, H12 0.933


[5]
Here is a 2-piece molecular cluster, C3H8O2 overall in a non-equilibrium geometry from the Open Molecules 2025 dataset. Energies are from ωB97M-V/def2-TZVPD.

- E_HOMO (spin up / spin down): -14.583 / -14.582 eV
- Maximum force: 3.1 eV Å⁻¹
- HOMO-LUMO gap (spin up / spin down): 9.93 / 6.00 eV
- Molecular weight: 76.09 g mol⁻¹
- Energy above the lowest of the compared OMol25 structures with the same formula, charge and spin: 101.2 kJ/mol
- Multiplicity: 2
- E: -7325.5400 eV
- ⟨S²⟩: 0.7572
- Total charge: +1

Each atom is followed by the atoms it is bonded to, with distances in Å.
Cartesian coordinates (Å):
1 C 1.109 0.965 -1.821  O8 1.291, C11 1.366, H12 1.087
2 H 0.532 0.904 -0.014  O8 0.989
3 H -0.532 -1.862 0.880  O6 0.956
4 H -0.863 0.564 2.309  C5 1.088
5 C -0.766 -0.520 2.310  H4 1.088, O6 1.429, H9 1.091, H13 1.092
6 O -0.472 -0.912 0.968  H3 0.956, C5 1.429
7 H 0.068 -0.116 -3.384  C11 1.080
8 O 1.334 1.102 -0.557  C1 1.291, H2 0.989
9 H -0.054 -0.716 3.112  C5 1.091
10 H -0.694 -0.011 -1.649  C11 1.093
11 C 0.071 0.272 -2.376  C1 1.366, H7 1.080, H10 1.093
12 H 1.985 1.298 -2.373  C1 1.087
13 H -1.719 -0.969 2.597  C5 1.092


[6]
Here is a 2-piece molecular cluster, C3H8O2S overall from the Open Molecules 2025 dataset. Energies are from ωB97M-V/def2-TZVPD.

- E_HOMO: 0.296 eV
- Maximum force: 0.7 eV Å⁻¹
- HOMO-LUMO gap: 5.87 eV
- Molecular weight: 108.16 g mol⁻¹
- Energy above the lowest of the compared OMol25 structures with the same formula, charge and spin: 11.0 kJ/mol
- E: -18169.3439 eV
- Total charge: -2

Each atom is followed by the atoms it is bonded to, with distances in Å.
Cartesian coordinates (Å):
1 H 1.173 -0.877 1.029  C10 1.097
2 H -1.161 -0.562 0.379  C13 1.093
3 H 1.615 1.353 1.758  C6 1.086
4 O -2.252 -3.332 -0.215  H7 0.965
5 H -0.112 1.236 1.671  C6 1.096
6 C 0.795 1.240 1.055  H3 1.086, H5 1.096, C10 1.524, S11 1.856
7 H -2.966 -2.725 0.013  O4 0.965
8 O -0.174 -1.934 -0.801  H9 1.039, C13 1.409
9 H -1.009 -2.505 -0.565  O8 1.039
10 C 0.922 -0.085 0.313  H1 1.097, C6 1.524, H12 1.088, C13 1.536
11 S 0.758 2.765 -0.002  C6 1.856
12 H 1.707 -0.015 -0.438  C10 1.088
13 C -0.356 -0.609 -0.359  H2 1.093, O8 1.409, C10 1.536, H14 1.090
14 H -0.636 0.035 -1.193  C13 1.090


> Among the records above, which one has the highest maximum force?

number 4


> What is the molecular weight in the sixth record?

108.16 g mol⁻¹


Copy entry 5 word for word.
Here is a 2-piece molecular cluster, C3H8O2 overall in a non-equilibrium geometry from the Open Molecules 2025 dataset. Energies are from ωB97M-V/def2-TZVPD.

- E_HOMO (spin up / spin down): -14.583 / -14.582 eV
- Maximum force: 3.1 eV Å⁻¹
- HOMO-LUMO gap (spin up / spin down): 9.93 / 6.00 eV
- Molecular weight: 76.09 g mol⁻¹
- Energy above the lowest of the compared OMol25 structures with the same formula, charge and spin: 101.2 kJ/mol
- Multiplicity: 2
- E: -7325.5400 eV
- ⟨S²⟩: 0.7572
- Total charge: +1

Each atom is followed by the atoms it is bonded to, with distances in Å.
Cartesian coordinates (Å):
1 C 1.109 0.965 -1.821  O8 1.291, C11 1.366, H12 1.087
2 H 0.532 0.904 -0.014  O8 0.989
3 H -0.532 -1.862 0.880  O6 0.956
4 H -0.863 0.564 2.309  C5 1.088
5 C -0.766 -0.520 2.310  H4 1.088, O6 1.429, H9 1.091, H13 1.092
6 O -0.472 -0.912 0.968  H3 0.956, C5 1.429
7 H 0.068 -0.116 -3.384  C11 1.080
8 O 1.334 1.102 -0.557  C1 1.291, H2 0.989
9 H -0.054 -0.716 3.112  C5 1.091
10 H -0.694 -0.011 -1.649  C11 1.093
11 C 0.071 0.272 -2.376  C1 1.366, H7 1.080, H10 1.093
12 H 1.985 1.298 -2.373  C1 1.087
13 H -1.719 -0.969 2.597  C5 1.092